This record from the Open Molecules 2025 dataset describes a cluster of 3 separate species, C6H14O2 in total. The level of theory is ωB97M-V with the def2-TZVPD basis set.

```
22
Properties=species:S:1:pos:R:3:forces:R:3
C 1.507186 1.043862 -1.837271 1.58 3.00 -0.16
C 1.987230 1.898051 -0.813531 -1.55 -2.58 -5.78
C 0.789215 -0.306980 -1.649843 0.83 0.61 -2.00
C 0.193185 -0.539126 -0.293093 0.34 2.00 -0.70
C 0.588593 -1.596388 0.417517 0.09 -1.43 -0.93
C -0.049654 -1.983191 1.718277 1.16 -0.57 1.81
H 1.716002 1.334109 -2.996823 -0.69 -0.55 2.87
H 2.458419 2.846042 -0.954987 0.19 0.25 -0.30
H 1.914521 1.482167 0.098658 -0.41 -0.80 3.42
H 1.615310 -1.035044 -1.951229 -1.30 0.28 0.47
H -0.039857 -0.363068 -2.476362 1.38 0.04 1.45
H -0.440991 0.434164 -0.031447 0.90 -2.73 0.21
H 1.477420 -2.241085 0.031663 -1.78 1.09 0.47
H 0.094477 -3.125698 2.139613 -0.24 2.96 -1.36
H -1.124460 -1.687988 1.760563 0.92 -0.28 0.12
H 0.574426 -1.258517 2.340752 -1.24 -1.18 0.48
H -1.600233 2.216841 2.617367 -0.29 -0.64 -0.39
H -2.099666 2.672249 1.305786 -0.19 0.36 -0.60
O -2.065372 1.849389 1.810911 0.55 0.06 0.83
H -2.468556 -0.001687 0.113377 -0.28 0.79 0.52
H -2.190750 -1.178795 -0.704482 -0.24 -0.03 -0.32
O -2.836450 -0.459299 -0.645425 0.27 -0.66 -0.12
```
Positions in Å, forces in eV/Å.

**Strongest force on any atom**: 6.519 eV/Å
**Total charge**: -1
**Expectation value of S²**: 0.750
**Relative energy (zero: lowest compared OMol25 entry of this formula, charge and spin)**: 57.2 kcal per mole
**Orbital gap (spin up / spin down)**: 2.547 / 9.564 eV
**LUMO (spin up / spin down)**: 3.4 / 3.3 eV
**2S+1**: 2